This record from the Open Molecules 2025 dataset describes a structure of composition C30H59Al2BeBrClF8MgN3O8PS. The level of theory is ωB97M-V with the def2-TZVPD basis set.

```
116
Properties=species:S:1:pos:R:3:forces:R:3
C -1.565 -0.371 -0.043 1.423 -0.681 -0.365
C 0.026 -0.227 -0.257 1.260 2.953 -1.479
O 0.569 0.797 -0.760 -2.265 -3.725 1.927
O 0.890 -1.294 0.135 -1.437 2.030 0.619
C 1.690 -0.914 1.313 1.099 -1.535 0.592
C 1.122 -1.755 2.550 -0.424 0.325 -0.074
C -0.120 -1.017 3.306 -0.491 -1.535 -0.352
C 0.078 -0.952 4.891 -0.472 -1.094 -1.324
P 1.421 0.224 5.508 -0.374 -1.436 1.494
C 3.203 -0.408 5.572 1.560 0.085 -0.875
C 4.209 0.231 4.500 0.979 -0.822 -0.197
N 4.491 1.682 4.698 -0.153 -0.908 -0.032
C 1.143 -0.509 7.286 -0.132 0.854 1.534
C -0.199 0.157 7.896 1.014 -0.331 -0.428
O -0.915 -0.901 8.632 0.605 0.651 0.301
O 1.627 1.023 3.970 -1.805 2.465 0.106
C 1.120 2.349 4.019 2.386 2.839 0.729
O 1.913 3.277 4.355 -3.133 -3.528 -1.194
C -0.367 2.783 3.684 -3.112 0.943 -1.607
C -0.544 3.909 2.602 -3.871 -1.750 1.968
C -1.964 4.421 2.250 0.152 -1.939 2.134
C -3.244 3.864 2.923 3.367 -1.831 1.277
C -3.082 2.724 3.960 3.252 1.605 -1.529
C -1.652 2.209 4.316 -0.447 2.051 -2.047
H -1.785 -1.490 0.078 0.046 1.717 -0.003
H -1.832 0.212 0.910 0.314 -0.873 -1.505
H -2.080 0.056 -0.973 0.773 -0.502 1.554
H 1.731 0.214 1.477 -0.182 -1.571 -0.289
H 2.746 -1.332 1.094 -1.564 0.902 0.259
H 1.959 -2.043 3.287 -1.107 0.712 -1.028
H 0.745 -2.757 2.119 0.637 1.593 0.615
H -0.409 -0.029 2.813 0.664 -1.223 0.897
H -1.020 -1.725 3.126 1.237 1.240 0.374
H -0.956 -0.796 5.371 1.729 0.067 -0.440
H 0.400 -2.015 5.222 -0.422 1.710 -0.433
H 0.984 1.488 6.059 0.405 -0.576 -0.229
H 3.682 -0.247 6.611 -1.081 -0.093 -1.548
H 3.206 -1.549 5.407 -0.306 1.645 0.286
H 5.224 -0.311 4.650 -1.605 0.506 -0.174
H 3.911 -0.019 3.410 0.149 0.546 1.821
H 4.378 2.224 3.836 -0.372 -0.275 0.860
H 3.967 2.082 5.483 0.104 -0.092 -0.921
H 1.124 -1.652 7.278 -0.294 1.529 0.083
H 1.997 -0.198 7.999 -1.183 -0.470 -1.106
H -0.902 0.562 7.095 0.830 -0.747 1.072
H 0.073 1.048 8.573 -0.504 -1.449 -0.831
H -0.227 -1.338 9.181 -0.664 0.255 -0.419
H 0.388 4.374 2.049 -1.696 -1.025 0.752
H -2.097 5.255 1.476 0.425 -1.486 1.256
H -4.293 4.260 2.681 1.928 -0.650 0.270
H -3.967 2.249 4.503 1.403 0.831 -0.984
H -1.591 1.370 5.079 0.007 1.221 -1.159
Mg -3.102 -1.669 8.909 0.117 0.076 -0.055
C 2.828 -0.582 -2.781 -1.113 -0.529 0.991
C 3.839 -0.089 -3.847 0.040 0.493 -0.841
C 3.123 0.897 -4.793 -0.824 0.827 -0.330
O 4.224 -1.135 -4.557 0.409 -0.011 0.479
H 1.966 -1.090 -3.226 0.234 0.087 -0.133
H 3.299 -1.274 -2.076 0.144 0.073 -0.291
H 2.445 0.267 -2.202 0.139 0.176 -0.211
H 4.590 0.503 -3.302 0.503 -0.453 0.000
H 2.269 0.440 -5.306 0.147 -0.158 0.148
H 3.805 1.285 -5.556 0.119 -0.279 0.162
H 2.742 1.755 -4.227 0.019 -0.128 0.165
F 1.003 3.197 -3.102 -1.888 0.401 -0.483
Al -0.751 3.413 -3.234 -0.512 -1.620 2.479
F -1.524 1.837 -3.480 0.983 1.687 -0.322
F -1.131 4.476 -4.616 -0.646 0.817 2.067
F -1.375 4.160 -1.758 0.771 -0.492 -1.968
C -5.584 4.057 -6.330 -0.162 -0.035 0.017
S -4.247 4.943 -5.498 0.219 -0.235 0.419
O -3.699 4.039 -4.445 -0.655 0.224 -0.474
C -5.309 6.150 -4.677 -0.120 0.048 0.052
H -5.153 3.222 -6.884 0.057 0.094 0.076
H -6.293 3.676 -5.593 0.097 0.023 0.026
H -6.089 4.730 -7.025 0.059 0.000 0.016
H -6.036 5.636 -4.044 0.095 -0.061 -0.033
H -5.824 6.753 -5.428 0.061 -0.034 -0.011
H -4.684 6.796 -4.060 0.050 -0.131 -0.085
C 1.329 -6.637 -1.783 -0.039 -0.148 -0.286
C 0.742 -5.338 -1.238 0.286 -0.239 0.412
C 1.811 -4.279 -0.891 -0.473 0.249 -0.022
O 2.498 -4.520 0.336 0.255 0.029 -0.406
C 3.579 -5.429 0.234 -0.184 0.082 0.373
N -0.110 -5.649 -0.083 0.229 0.340 -0.035
H 1.795 -7.246 -1.007 -0.032 0.108 0.016
H 0.543 -7.247 -2.238 0.033 0.082 0.112
H 2.078 -6.435 -2.555 0.002 -0.011 0.054
H 0.107 -4.916 -2.025 0.044 0.110 0.101
H 1.301 -3.321 -0.757 0.078 -0.147 0.113
H 2.522 -4.139 -1.715 0.131 -0.162 0.007
H 4.101 -5.345 -0.724 -0.076 -0.038 -0.039
H 3.228 -6.452 0.388 0.144 -0.112 -0.162
H 4.287 -5.202 1.035 -0.059 0.072 -0.038
H -0.573 -4.794 0.224 -0.268 -0.168 -0.036
H 0.509 -5.880 0.696 -0.117 -0.061 -0.137
Cl 0.733 3.889 -5.903 1.242 -0.345 -1.431
Be -0.119 6.113 -4.142 -0.063 -0.730 -0.622
Br 2.007 5.190 1.836 1.160 0.700 -0.396
C 0.109 -0.969 -7.659 -0.013 -0.017 -0.079
C -1.207 -0.764 -6.917 0.509 -0.368 0.162
C -1.863 0.584 -7.228 0.410 0.275 0.361
C -0.950 1.700 -6.818 1.200 2.179 0.863
N -0.238 2.573 -6.494 -1.653 -2.660 -1.097
H 0.857 -0.226 -7.368 -0.026 -0.039 -0.025
H 0.525 -1.953 -7.430 -0.033 0.115 -0.029
H -0.036 -0.905 -8.742 0.053 -0.010 0.063
H -1.025 -0.848 -5.841 -0.183 0.083 -0.082
H -1.898 -1.566 -7.189 -0.108 0.235 0.050
H -2.807 0.679 -6.683 0.185 0.301 0.102
H -2.077 0.672 -8.296 0.169 0.217 0.069
F -2.708 -3.605 1.471 -1.457 0.307 -0.150
Al -4.468 -3.393 1.337 -0.305 -0.100 -0.041
F -5.239 -4.971 1.089 0.808 1.602 0.263
F -4.830 -2.336 -0.041 0.458 -1.024 1.361
F -5.090 -2.658 2.827 0.696 -0.697 -1.439
```
Positions in Å, forces in eV/Å.

Total charge ... -1
Max |F| ... 4.9 eV/Å
HOMO-LUMO gap ... 1.12 eV
Total energy ... -7216.928480 hartree
Highest occupied orbital energy ... -4.753 eV